Record 1
C12H12N2O | wB97M-V/def2-TZVPD

Results
E_HOMO (spin up / spin down) in eV: -7.584 / -7.585
SMILES: CN1C(=O)C[C@@]2(C)N=c3ccccc3=C12
Total charge: 0
Frontier orbital gap (spin up / spin down) in eV: 7.060 / 7.061

The geometry in XYZ format:
```
27
Properties=species:S:1:pos:R:3:forces:R:3
C 3.1603 1.3125 -0.5936 -0.51 1.42 1.26
C 3.6315 -0.0113 -0.7910 -0.34 -1.58 -1.81
C 1.8572 1.4583 -0.1991 0.21 2.17 0.11
C 2.7912 -1.1336 -0.7651 5.99 -0.73 0.08
C 0.9351 0.4042 -0.1451 0.53 -2.17 0.15
C 1.4706 -1.0435 -0.3850 -2.09 3.45 -0.16
C -0.6907 -1.3136 -0.0866 -0.68 0.50 -0.04
C -2.6431 -0.0816 -0.6100 0.84 0.43 0.28
C -2.0179 -1.4271 -1.0243 2.50 0.75 -0.04
C -0.4002 0.2223 -0.0112 -1.40 -2.36 -0.64
C -1.1570 -1.8358 1.3205 0.86 0.33 -0.83
C -1.7676 2.1886 0.0460 0.21 3.87 -0.29
N 0.5509 -1.8966 -0.4670 -1.24 -2.77 0.06
N -1.6227 0.8223 -0.1060 0.97 -2.63 -0.23
O -3.7545 0.3190 -0.7105 -1.24 -0.03 -0.26
H 3.8526 2.2124 -0.5687 -0.95 -1.41 -0.21
H 4.6531 -0.1003 -1.2362 -0.82 -0.28 0.88
H 1.4545 2.4365 0.1052 0.51 -0.21 -0.29
H 3.3888 -2.1302 -0.8662 -1.74 1.66 -0.05
H -2.4682 -2.4050 -0.8864 -0.84 0.45 0.70
H -1.8693 -1.4295 -2.1417 0.46 0.54 1.06
H -2.1698 -1.6098 1.5544 -1.01 0.20 -0.14
H -0.5865 -1.4006 2.0975 0.86 0.83 0.74
H -0.9739 -2.8771 1.4680 -0.09 -0.91 -0.52
H -0.7534 2.6885 -0.3400 -2.38 -0.77 0.55
H -2.6855 2.5197 -0.5638 1.51 -0.17 1.02
H -1.8643 2.5350 1.1330 -0.10 -0.57 -1.39
```
Positions in Å, forces in eV/Å.

Mulliken population analysis, charges in e, atoms 1 to 2: atom 1 (C): -0.623, atom 2 (C): -0.285

***

Record 2
C20H26FN5O3 | wB97M-V/def2-TZVPD

Results
E_HOMO in eV: -9.002
SMILES: C[C@@H]1CN(C(=O)c2n[nH]cc2-c2ccncc2)CC[C@@H]1N(C)C(=O)COCCF
Total charge: 0
Frontier orbital gap in eV: 9.650

The geometry in XYZ format:
```
55
Properties=species:S:1:pos:R:3:forces:R:3
C -0.0939 -0.9687 2.7348 0.02 0.05 0.04
C -0.5990 -1.5007 1.4051 -0.01 -0.16 0.00
C -0.2106 -2.9658 1.2014 0.30 0.02 0.13
N -0.8097 -3.4449 -0.0270 0.02 -0.12 -0.17
C -1.8506 -4.3026 0.0196 0.12 -0.15 0.14
O -2.2758 -4.7825 1.0613 -0.08 0.03 -0.06
C -2.5156 -4.6297 -1.2839 -0.09 0.03 -0.04
N -2.2717 -5.7548 -1.9279 0.14 -0.02 0.06
N -3.0712 -5.7096 -2.9985 -0.13 0.05 -0.16
C -3.8170 -4.5897 -3.0605 0.07 -0.11 0.03
C -3.4899 -3.8470 -1.9500 -0.12 0.05 -0.03
C -4.0343 -2.5488 -1.5448 0.14 -0.04 -0.03
C -4.3439 -1.5689 -2.4815 -0.02 0.04 -0.04
C -4.8006 -0.3390 -2.0398 -0.01 0.06 -0.15
N -4.9576 -0.0254 -0.7586 -0.05 0.14 0.06
C -4.6716 -0.9701 0.1308 0.00 -0.04 0.12
C -4.2165 -2.2351 -0.2025 0.02 0.00 0.12
C -0.2731 -2.7894 -1.2111 0.18 0.00 0.02
C -0.5541 -1.2915 -1.1470 -0.02 0.08 -0.19
C -0.2309 -0.6087 0.1978 -0.26 0.07 -0.41
N 1.0912 0.0461 0.2680 -0.11 -0.18 0.70
C 1.0414 1.4541 0.6254 -0.06 0.12 0.14
C 2.2382 -0.6668 0.4695 0.44 0.37 -0.94
O 2.4538 -1.7460 -0.0510 -0.32 -0.34 0.43
C 3.3513 -0.0135 1.2857 -0.08 0.02 0.23
O 4.0657 0.8906 0.4740 -0.01 0.00 -0.05
C 5.2225 1.3773 1.1175 -0.02 -0.05 0.08
C 5.9461 2.3054 0.1908 0.08 0.06 -0.06
F 6.5560 1.5918 -0.8336 -0.04 0.09 0.07
H 0.9966 -1.0043 2.7966 -0.01 -0.01 0.01
H -0.4102 0.0627 2.9012 0.01 -0.02 0.01
H -0.4884 -1.5715 3.5533 0.01 -0.01 0.01
H -1.6952 -1.4980 1.4325 -0.01 0.05 -0.01
H 0.8725 -3.0755 1.1208 -0.01 0.04 -0.02
H -0.5410 -3.5865 2.0299 -0.20 0.05 -0.01
H -3.0825 -6.4768 -3.6462 0.08 -0.06 0.05
H -4.5267 -4.4226 -3.8521 -0.03 0.02 -0.01
H -4.1990 -1.7499 -3.5393 -0.01 0.01 0.01
H -5.0395 0.4453 -2.7504 0.01 -0.03 -0.03
H -4.8186 -0.6998 1.1713 0.02 -0.03 0.01
H -4.0066 -2.9653 0.5697 -0.03 0.02 -0.01
H 0.8016 -2.9626 -1.2267 0.06 0.00 0.02
H -0.6842 -3.2340 -2.1143 -0.15 0.04 0.03
H -0.0172 -0.7794 -1.9494 0.05 -0.02 0.07
H -1.6172 -1.1302 -1.3434 -0.06 -0.06 0.06
H -0.9206 0.2372 0.2511 0.08 0.03 0.01
H 2.0327 1.8919 0.5848 0.02 0.01 -0.05
H 0.4220 1.9775 -0.1036 -0.01 0.00 0.01
H 0.6146 1.6208 1.6205 0.00 0.01 -0.03
H 2.9365 0.4992 2.1691 0.09 -0.01 -0.06
H 4.0029 -0.8227 1.6248 -0.01 -0.04 -0.02
H 4.9535 1.9302 2.0297 0.00 -0.02 0.00
H 5.8824 0.5472 1.4003 -0.02 0.02 0.00
H 5.2504 3.0184 -0.2556 0.01 -0.03 -0.05
H 6.7202 2.8484 0.7380 0.02 -0.03 -0.04
```
Positions in Å, forces in eV/Å.

Mulliken population analysis, charges in e, atoms 1 to 2: atom 1 (C): -1.771, atom 2 (C): 1.099

***

Record 3
C44H32CsF3IN6O2PS5 | wB97M-V/def2-TZVPD

Results
E_HOMO in eV: -2.254
Total charge: -2
Frontier orbital gap in eV: 5.739

The geometry in XYZ format:
```
95
Properties=species:S:1:pos:R:3:forces:R:3
Cs -0.3129 -0.1379 1.1958 -0.88 -0.18 -2.26
N 3.8154 -1.1154 1.4657 0.18 0.03 0.00
C 3.9378 0.0174 0.7056 -0.24 -0.07 0.09
N 3.0177 0.9228 0.6264 0.15 0.15 0.05
C 3.4674 2.0159 -0.0817 -0.42 0.08 0.02
C 4.7164 1.9195 -0.5925 0.11 0.00 -0.06
S 5.4155 0.4125 -0.1251 0.13 0.01 -0.01
C 2.5537 3.1634 -0.2349 -0.04 -0.37 0.07
C 2.9281 4.4500 -0.4150 0.08 0.12 -0.02
S 1.5264 5.4488 -0.5667 0.06 0.14 -0.06
C 0.5400 4.0348 -0.3512 -0.26 -0.21 0.00
N 1.1928 2.9345 -0.1719 0.07 0.05 -0.08
N -0.8231 4.0929 -0.4556 0.13 0.09 -0.05
H 2.9392 -1.1738 1.9682 -0.06 0.05 0.00
H 4.1579 -1.9761 1.0692 -0.04 -0.03 -0.02
H 5.2214 2.5965 -1.2612 -0.02 0.00 0.02
H 3.9223 4.8636 -0.4341 -0.02 -0.01 0.01
H -1.2970 4.9504 -0.2414 -0.01 -0.02 0.05
H -1.3228 3.2369 -0.2720 0.01 -0.02 -0.02
I -3.5503 1.4851 0.8417 -0.18 0.13 0.01
C -4.9180 -0.0819 0.5231 0.06 -0.13 0.02
C -6.2106 0.2702 0.2644 -0.08 -0.17 -0.01
C -7.1762 -0.7509 0.0943 0.03 0.12 0.01
C -6.8090 -2.0585 0.2068 0.10 -0.05 0.02
C -5.4642 -2.4230 0.4836 -0.04 -0.07 -0.02
C -5.0968 -3.7867 0.6143 -0.06 0.10 0.00
C -3.7976 -4.1080 0.8822 0.11 0.09 -0.01
C -2.8207 -3.0871 1.0043 0.04 -0.23 -0.04
C -3.0702 -1.7355 0.8800 -0.24 0.20 0.05
C -4.4503 -1.4266 0.6375 -0.11 0.07 -0.06
H -6.4957 1.3106 0.1950 -0.01 0.01 0.00
H -8.2049 -0.4831 -0.1174 0.00 0.01 0.00
H -7.5453 -2.8474 0.0862 0.00 0.00 0.00
H -5.8573 -4.5527 0.5002 -0.01 0.01 0.00
H -3.5097 -5.1507 0.9858 0.02 0.00 0.01
H -1.7975 -3.4294 1.1847 -0.03 0.00 0.02
C 0.5735 -7.2214 1.9412 0.01 0.00 -0.06
C 0.5488 -5.9829 2.5623 0.02 0.04 -0.08
C 0.6977 -4.8260 1.8028 0.02 -0.02 0.07
C 0.8805 -4.8942 0.4243 0.00 -0.03 -0.02
C 0.8940 -6.1465 -0.1893 -0.03 -0.02 -0.05
C 0.7418 -7.3019 0.5610 0.00 0.03 0.07
P 1.0684 -3.3022 -0.4725 0.00 0.12 -0.06
C 2.8254 -3.3611 -1.0080 0.00 -0.02 0.07
C 3.7676 -4.2013 -0.4188 0.06 -0.04 0.00
C 5.1184 -4.0923 -0.7418 -0.05 0.04 -0.03
C 5.5396 -3.1461 -1.6652 -0.05 -0.02 0.02
C 4.6035 -2.3084 -2.2631 -0.05 -0.04 0.02
C 3.2598 -2.4063 -1.9349 -0.02 0.05 -0.02
C 0.1849 -3.5833 -2.0467 -0.01 -0.01 0.02
C 0.7274 -4.2618 -3.1373 0.00 0.00 -0.05
C 0.0083 -4.3839 -4.3158 -0.04 0.05 0.04
C -1.2689 -3.8388 -4.4104 0.03 -0.01 0.03
C -1.8161 -3.1651 -3.3304 0.07 -0.03 0.02
C -1.0844 -3.0227 -2.1584 -0.06 -0.04 -0.02
H 0.4500 -8.1249 2.5262 0.00 0.00 -0.01
H 0.4023 -5.9062 3.6323 0.00 0.01 -0.01
H 0.6561 -3.8587 2.2911 0.01 0.00 0.00
H 1.0064 -6.2138 -1.2656 0.01 0.00 0.03
H 0.7470 -8.2677 0.0698 0.00 0.00 0.01
H 3.4524 -4.9457 0.3031 0.00 0.01 0.00
H 5.8373 -4.7516 -0.2697 0.00 0.00 0.00
H 6.5904 -3.0550 -1.9124 -0.01 0.00 0.00
H 4.9188 -1.5558 -2.9751 0.00 -0.01 0.01
H 2.5468 -1.7246 -2.3973 0.00 -0.06 0.04
H 1.7312 -4.6670 -3.0787 0.01 0.01 0.00
H 0.4525 -4.8838 -5.1680 -0.01 -0.01 0.00
H -1.8227 -3.9186 -5.3382 0.00 0.00 0.00
H -2.7964 -2.7109 -3.4004 0.02 -0.01 -0.01
H -1.5053 -2.4503 -1.3393 -0.01 -0.03 0.05
F 0.9746 -1.3393 6.2953 0.01 -0.05 0.10
C 1.1124 -1.3072 4.9628 -0.06 -0.08 -0.01
F 2.4152 -1.5300 4.7032 0.12 0.01 -0.01
F 0.4457 -2.3875 4.4740 -0.02 -0.05 0.00
C 0.5586 -0.0081 4.3069 0.17 0.25 -0.18
O -0.3130 0.5801 4.9416 0.11 -0.02 -0.08
O 1.0445 0.2129 3.1654 1.13 0.05 2.39
S 1.5723 0.7276 -8.9209 0.05 0.10 0.19
C 1.3551 0.8644 -7.2528 -0.16 0.11 -0.13
S 0.9351 -0.4746 -6.2627 -0.03 -0.48 -0.01
C 0.8016 0.5244 -4.8211 0.11 0.17 0.25
N 1.0604 1.7784 -5.0911 0.02 -0.29 -0.15
N 1.3744 1.9418 -6.4461 0.08 0.42 0.12
C 1.6277 3.2972 -6.8108 -0.01 -0.12 0.00
C 2.5114 3.6307 -7.8289 0.04 0.05 -0.03
C 2.7428 4.9682 -8.1254 0.01 -0.05 -0.02
C 2.1098 5.9767 -7.4152 -0.03 -0.08 0.05
C 1.2414 5.6323 -6.3861 0.01 0.00 -0.01
C 1.0010 4.3031 -6.0788 -0.04 0.03 0.00
S 0.4060 -0.1847 -3.3282 0.07 0.18 -0.22
H 3.0079 2.8509 -8.3836 -0.01 -0.01 0.00
H 3.4356 5.2147 -8.9213 -0.01 0.01 0.00
H 2.2977 7.0169 -7.6514 0.00 0.00 0.00
H 0.7477 6.4034 -5.8072 0.01 0.00 -0.01
H 0.3493 4.0246 -5.2641 0.00 0.01 -0.01
```
Positions in Å, forces in eV/Å.

Mulliken population analysis, charges in e, atoms 1 to 2: atom 1 (Cs): 1.712, atom 2 (N): -0.357

***

Record 4
C10H9N3O | wB97M-V/def2-TZVPD

Results
⟨S²⟩: 2.037
E_HOMO (spin up / spin down) in eV: -6.126 / -9.125
Total charge: 0
Spin multiplicity: 3
Frontier orbital gap (spin up / spin down) in eV: 6.823 / 6.145

The geometry in XYZ format:
```
23
Properties=species:S:1:pos:R:3:forces:R:3
C 2.0021 -2.0926 -0.7518 -3.09 -0.13 0.17
C 2.4829 -0.9425 -0.2113 3.80 1.09 0.11
C 0.5785 -2.3362 -0.6246 3.47 2.71 0.91
C 1.6988 0.0619 0.4146 1.67 -0.56 -1.02
C -0.1552 -1.3500 0.0515 -3.17 -2.62 -1.54
C 0.3840 -0.1559 0.4705 -0.92 0.53 2.07
C -1.6600 -1.4186 0.1971 3.64 1.64 0.61
C -0.6571 0.7106 1.1164 -0.63 -0.14 -3.46
C -1.9972 -0.0628 0.9493 0.98 -0.77 2.97
C -0.0976 2.5806 -0.7159 -1.37 -1.95 -1.27
N -2.8610 0.7040 0.1972 -0.87 0.38 -1.18
N -2.2199 1.6209 -0.3405 0.11 1.97 -0.66
N -0.9805 1.8317 0.1369 -1.52 -1.06 1.55
O -2.4554 -2.3244 -0.0520 -0.83 -0.72 -0.11
H 2.6329 -2.7280 -1.3524 0.04 -0.27 0.20
H 3.6389 -0.8337 -0.3091 -2.20 0.28 0.29
H 0.2006 -3.1402 -1.1123 -1.53 -2.27 -1.03
H 2.1144 1.0140 0.6972 0.29 0.01 0.30
H -0.5058 0.9986 2.1275 0.37 0.65 0.66
H -2.3816 -0.2091 1.9681 -0.37 -0.72 -0.37
H -0.7673 3.0267 -1.4664 0.54 0.40 0.45
H 0.5130 3.2066 -0.1544 0.93 1.46 0.75
H 0.4929 1.8383 -1.2357 0.64 0.08 -0.40
```
Positions in Å, forces in eV/Å.

Mulliken population analysis, charges in e, atoms 1 to 2: atom 1 (C): -0.573, atom 2 (C): -0.381

***

Record 5
C4H10N2O2 | wB97M-V/def2-TZVPD

Results
E_HOMO in eV: -9.436
SMILES: CC(N)=O.CC(N)=O
Total charge: 0
Frontier orbital gap in eV: 9.907

The geometry in XYZ format:
```
18
Properties=species:S:1:pos:R:3:forces:R:3
C 2.1824 2.0369 -0.2466 0.92 0.05 -0.49
C 0.8338 1.4598 -0.4536 -1.30 -0.31 0.38
O 0.6384 0.2872 -0.7162 0.54 0.83 0.09
N -0.2798 2.2785 -0.2911 -0.31 0.18 0.75
H 2.9192 1.2896 -0.5614 -0.17 0.24 -0.02
H 2.3782 2.2481 0.8106 -0.26 0.19 -0.21
H -1.0382 1.8180 0.1994 -0.08 -0.35 -0.69
H -0.2433 3.2229 0.0645 0.80 0.03 -0.17
H 2.3032 2.9368 -0.8625 0.08 -0.04 0.34
C -0.4204 -2.1485 -0.6118 1.04 -1.71 -0.86
C -1.5542 -2.3444 0.3135 -1.78 1.41 1.82
O -2.4886 -3.0994 0.1551 0.33 -0.59 -0.45
N -1.6230 -1.4349 1.3740 1.44 0.24 -0.60
H -2.3787 -1.3328 2.0251 -0.28 -0.51 -0.23
H -0.8487 -0.7987 1.4872 -0.11 -0.09 0.02
H 0.5117 -1.7258 -0.2538 -0.46 0.17 0.45
H -0.7653 -1.5482 -1.4495 0.03 -0.02 -0.02
H -0.1268 -3.1451 -0.9829 -0.42 0.27 -0.12
```
Positions in Å, forces in eV/Å.

Mulliken population analysis, charges in e, atoms 1 to 2: atom 1 (C): -1.040, atom 2 (C): 0.558

***

Record 6
CBrClFI | wB97M-V/def2-TZVPD

Results
E_HOMO in eV: -10.099
Total charge: 0
Frontier orbital gap in eV: 9.445

The geometry in XYZ format:
```
5
Properties=species:S:1:pos:R:3:forces:R:3
C 0.0607 -0.1305 0.0777 0.36 1.58 -0.13
F 0.5210 -0.5622 1.2643 -0.32 -0.77 -0.64
Cl 0.6784 -0.9850 -1.3338 -0.13 -0.56 0.59
Br 0.8300 1.6885 -0.0640 -0.30 -0.03 0.05
I -2.0902 -0.0108 0.0558 0.39 -0.22 0.13
```
Positions in Å, forces in eV/Å.

Mulliken population analysis, charges in e, atoms 1 to 2: atom 1 (C): 0.070, atom 2 (F): -0.125

***

What ΔE to the lowest compared entry with this formula, charge and spin values result from the calculations? In sequence: 2.009, 0.852, 0.040, 0.032, 0.926, 0.000 eV.
What electronic energy values result from the calculations? In sequence: -17664.094, -37472.263, -139452.744, -17027.886, -11385.977, -94419.269 eV.